Entry from the OMol25 dataset: a 2-piece molecular cluster, ClH2O2P overall at a distorted geometry (the ωB97M-V functional and the def2-TZVPD basis).

2S+1	3
calculated total energy	-953.10995	Ha
Kohn-Sham gap (alpha / beta)	7.321 / 7.670	eV
charge	0
<S²>	2.01

Each line ends with the Löwdin charge.
Geometry (Å):
1 Cl 2.05829 1.04748 -0.25973  0.220
2 P 0.81551 -0.08214 0.70147  0.347
3 O -1.08065 1.35294 -0.03484  -0.151
4 O 0.38963 -1.32111 -0.24611  -0.433
5 H -0.50303 -1.62358 0.03135  0.046
6 H -1.67976 0.62642 -0.19215  -0.029